1.
# C3H2S

A cluster of 2 separate species, C3H2S in total in a non-equilibrium geometry (wB97M-V/def2-TZVPD, OMol25).

- ΔE to the lowest compared entry with this formula, charge and spin: 49.87 kcal/mol
- Multiplicity: 1
- Total charge: 0
- Highest occupied orbital energy: -10.08 eV
- Frontier orbital gap: 10.2 eV

Geometry (Å):
C1 -0.95 -0.42 0.95
C2 -0.72 -0.65 -0.24
C3 1.25 1.23 -1.09
S1 2.50 1.18 -0.25
H1 -1.51 -0.38 1.95
H2 -0.57 -0.96 -1.31


2.
# C2H14N3O3

A cluster of 4 separate species, C2H14N3O3 in total in a non-equilibrium geometry (wB97M-V/def2-TZVPD, OMol25).

- ΔE to the lowest compared entry with this formula, charge and spin: 20.78 kcal/mol
- Multiplicity: 1
- Total charge: +1
- Highest occupied orbital energy: -14.15 eV
- Frontier orbital gap: 11.2 eV

Geometry (Å):
C1 -0.12 -0.37 2.56
N1 0.33 0.47 1.43
C2 -0.54 1.22 0.72
N2 -0.38 1.18 -0.59
N3 -1.35 2.14 1.25
H1 0.75 -1.00 2.73
H2 -0.86 -1.15 2.35
H3 -0.40 0.20 3.45
H4 1.10 0.09 0.92
H5 0.19 0.47 -1.04
H6 -0.86 1.70 -1.31
H7 -1.99 2.71 0.73
H8 -1.52 2.00 2.24
H9 2.29 -0.70 -0.83
H10 3.06 -1.64 -0.02
O1 2.68 -0.76 0.07
H11 -1.82 -1.91 -3.13
H12 -2.20 -2.24 -1.63
O2 -1.76 -1.62 -2.20
H13 0.36 -1.68 -1.63
H14 0.66 -0.85 -2.96
O3 1.01 -1.13 -2.12


3.
# C5H9NO3

An isolated molecule of C5H9NO3 (wB97M-V/def2-TZVPD, OMol25).

- SMILES: C=C[C@@H](N)[C@H](O)C(=O)O
- ΔE to the lowest compared entry with this formula, charge and spin: 33.44 kcal/mol
- Multiplicity: 1
- Total charge: 0
- Highest occupied orbital energy: -9.76 eV
- Frontier orbital gap: 10.4 eV

Geometry (Å):
C1 -0.32 -0.38 -0.96
C2 0.14 -0.25 0.52
C3 -1.84 -0.48 -0.96
N1 -0.28 1.07 0.98
C4 1.64 -0.39 0.57
C5 2.48 0.61 0.70
O1 -2.25 -1.71 -0.62
O2 0.13 0.69 -1.73
O3 -2.60 0.42 -1.19
H1 -3.22 -1.76 -0.62
H2 -0.07 1.50 -1.23
H3 0.09 -1.29 -1.39
H4 -0.32 -1.08 1.09
H5 0.03 1.23 1.93
H6 -1.29 1.16 0.95
H7 1.98 -1.41 0.48
H8 3.55 0.45 0.71
H9 2.15 1.63 0.78


4.
# C38H114N6O23

A cluster of 16 separate species, C38H114N6O23 in total in a non-equilibrium geometry (wB97M-V/def2-TZVPD, OMol25).

- Multiplicity: 2
- Total charge: +1
- Highest occupied orbital energy (alpha / beta): -10.93 / -10.93 eV
- Frontier orbital gap (alpha / beta): 8.4 / 2.6 eV

Geometry (Å):
O1 -14.14 -14.62 -18.96
H1 -14.92 -15.08 -19.28
H2 -13.60 -14.50 -19.74
O2 -22.96 -16.67 -19.82
H3 -22.77 -15.75 -20.01
H4 -22.13 -17.02 -19.48
O3 -15.77 -10.45 -19.37
H5 -15.66 -11.40 -19.33
H6 -14.90 -10.10 -19.19
C1 -17.73 -14.04 -14.86
C2 -16.65 -15.11 -15.40
O4 -17.40 -16.25 -15.94
O5 -18.21 -14.34 -13.55
H7 -18.57 -13.93 -15.55
H8 -17.13 -13.13 -14.91
H9 -15.80 -15.29 -14.75
H10 -16.22 -14.66 -16.29
H11 -18.16 -16.46 -15.38
H12 -18.48 -15.26 -13.65
C3 -16.82 -10.26 -23.16
C4 -17.98 -9.60 -24.02
O6 -18.28 -10.24 -25.22
O7 -15.50 -10.07 -23.69
H13 -17.14 -11.30 -23.09
H14 -16.72 -9.79 -22.18
H15 -17.83 -8.54 -24.24
H16 -18.89 -9.71 -23.42
H17 -17.75 -9.93 -25.95
H18 -15.27 -9.14 -23.79
C5 -16.43 -13.06 -25.79
C6 -16.01 -14.47 -25.20
O8 -15.86 -14.45 -23.77
O9 -16.81 -13.26 -27.11
H19 -15.55 -12.43 -25.88
H20 -17.29 -12.72 -25.21
H21 -15.06 -14.75 -25.66
H22 -16.73 -15.28 -25.38
H23 -15.07 -13.95 -23.55
H24 -16.07 -13.59 -27.62
C7 -16.72 -16.95 -21.49
C8 -16.11 -17.87 -22.57
O10 -15.79 -19.15 -22.13
O11 -15.75 -16.82 -20.45
H25 -17.53 -17.49 -20.99
H26 -17.11 -16.04 -21.94
H27 -15.21 -17.42 -23.00
H28 -16.82 -17.91 -23.39
H29 -15.46 -19.23 -21.23
H30 -15.60 -17.65 -20.00
C9 -23.00 -11.57 -21.70
C10 -22.95 -12.70 -20.64
O12 -22.71 -13.97 -21.32
O13 -23.65 -11.89 -22.94
H31 -21.97 -11.24 -21.87
H32 -23.50 -10.68 -21.32
H33 -23.80 -12.69 -19.96
H34 -22.05 -12.41 -20.10
H35 -22.43 -13.85 -22.23
H36 -23.06 -11.72 -23.68
C11 -19.13 -8.96 -20.17
C12 -20.11 -9.14 -19.00
O14 -21.29 -9.62 -19.63
O15 -19.41 -7.72 -20.78
H37 -19.13 -9.78 -20.88
H38 -18.15 -8.93 -19.69
H39 -20.21 -8.25 -18.37
H40 -19.77 -9.87 -18.27
H41 -21.74 -9.96 -18.85
H42 -20.37 -7.68 -20.89
C13 -20.02 -18.91 -18.62
C14 -20.80 -19.96 -19.35
O16 -22.07 -20.28 -18.82
O17 -20.53 -17.61 -18.87
H43 -19.01 -18.81 -19.03
H44 -19.94 -19.10 -17.55
H45 -20.23 -20.86 -19.57
H46 -20.89 -19.65 -20.39
H47 -22.74 -19.68 -19.16
H48 -19.83 -16.97 -18.75
C15 -19.15 -10.82 -15.66
C16 -19.26 -9.33 -15.03
C17 -20.47 -9.24 -14.07
O18 -21.67 -9.32 -14.85
C18 -22.79 -9.14 -14.06
N1 -18.04 -9.06 -14.33
H49 -20.03 -11.05 -16.25
H50 -19.00 -11.63 -14.95
H51 -18.39 -10.90 -16.44
H52 -19.46 -8.56 -15.77
H53 -20.43 -8.22 -13.67
H54 -20.53 -9.93 -13.23
H55 -23.43 -8.30 -14.32
H56 -22.68 -9.15 -12.98
H57 -23.41 -10.02 -14.24
H58 -18.09 -9.50 -13.42
H59 -18.16 -8.10 -14.02
C19 -12.57 -13.12 -21.62
C20 -12.50 -12.94 -23.06
C21 -12.06 -14.18 -23.83
O19 -10.73 -14.54 -23.40
C22 -10.03 -15.44 -24.15
N2 -13.73 -12.48 -23.60
H60 -13.29 -13.91 -21.39
H61 -12.81 -12.19 -21.11
H62 -11.58 -13.32 -21.21
H63 -11.84 -12.12 -23.34
H64 -12.11 -14.05 -24.91
H65 -12.70 -15.03 -23.58
H66 -9.06 -15.78 -23.78
H67 -9.89 -14.82 -25.04
H68 -10.57 -16.35 -24.40
H69 -14.02 -11.57 -23.25
H70 -13.64 -12.24 -24.58
C23 -21.33 -13.59 -13.57
C24 -22.78 -13.14 -13.78
C25 -23.54 -14.06 -14.78
O20 -23.01 -13.99 -16.04
C26 -23.69 -14.77 -16.97
N3 -23.44 -12.87 -12.50
H71 -20.76 -12.97 -12.87
H72 -20.74 -13.69 -14.48
H73 -21.34 -14.58 -13.10
H74 -22.76 -12.15 -14.23
H75 -24.55 -13.64 -14.76
H76 -23.52 -15.05 -14.33
H77 -23.17 -14.61 -17.92
H78 -24.71 -14.45 -17.17
H79 -23.78 -15.84 -16.80
H80 -24.28 -12.39 -12.77
H81 -22.85 -12.18 -12.06
C27 -24.89 -11.24 -16.65
C28 -23.86 -10.43 -17.54
C29 -24.26 -8.88 -17.57
O21 -25.58 -8.72 -17.95
C30 -25.97 -9.08 -19.27
N4 -22.52 -10.68 -17.17
H82 -25.87 -11.21 -17.12
H83 -25.05 -10.86 -15.64
H84 -24.68 -12.31 -16.61
H85 -23.95 -10.90 -18.53
H86 -23.65 -8.37 -18.33
H87 -24.20 -8.27 -16.67
H88 -25.41 -8.46 -19.97
H89 -27.05 -9.09 -19.45
H90 -25.76 -10.14 -19.41
H91 -22.58 -11.64 -16.86
H92 -22.31 -10.15 -16.33
C31 -20.38 -14.60 -17.96
C32 -19.17 -14.46 -18.99
C33 -18.17 -13.32 -18.60
O22 -17.00 -13.41 -19.41
C34 -17.02 -13.09 -20.81
N5 -18.43 -15.73 -19.01
H93 -20.14 -15.01 -16.98
H94 -21.12 -15.26 -18.40
H95 -20.85 -13.62 -17.85
H96 -19.47 -14.35 -20.04
H97 -17.84 -13.32 -17.56
H98 -18.60 -12.32 -18.70
H99 -17.77 -13.65 -21.37
H100 -16.05 -13.49 -21.13
H101 -17.14 -12.02 -20.92
H102 -17.68 -15.49 -19.64
H103 -17.99 -15.82 -18.11
C35 -24.28 -17.01 -23.47
C36 -23.32 -16.02 -23.98
C37 -21.95 -16.14 -23.27
O23 -21.13 -15.06 -23.70
C38 -19.73 -15.15 -23.34
N6 -23.19 -16.07 -25.43
H104 -23.84 -17.99 -23.66
H105 -25.20 -17.02 -24.05
H106 -24.47 -16.97 -22.40
H107 -23.62 -14.98 -23.84
H108 -21.60 -17.15 -23.52
H109 -22.10 -16.01 -22.20
H110 -19.63 -14.85 -22.29
H111 -19.30 -14.37 -23.96
H112 -19.26 -16.12 -23.54
H113 -22.44 -15.44 -25.65
H114 -22.90 -16.98 -25.76


5.
# C5H13N

A structure of composition C5H13N in a non-equilibrium geometry (wB97M-V/def2-TZVPD, OMol25).

- ΔE to the lowest compared entry with this formula, charge and spin: 114.93 kcal/mol
- Multiplicity: 1
- Total charge: 0
- Highest occupied orbital energy: -7.41 eV
- Frontier orbital gap: 7.9 eV

Geometry (Å):
C1 0.42 0.88 0.21
C2 -0.42 0.31 1.15
C3 -0.14 -1.04 1.75
C4 -0.75 0.19 -0.71
C5 -2.32 0.08 -0.58
N1 3.09 -0.18 -1.35
H1 2.59 0.39 -0.66
H2 0.35 1.95 -0.01
H3 -1.38 0.67 1.53
H4 0.62 -1.64 1.24
H5 0.19 -1.00 2.79
H6 -1.05 -1.66 1.67
H7 -0.50 -0.86 -0.85
H8 -0.64 0.75 -1.64
H9 -2.66 -0.65 0.17
H10 -2.89 0.98 -0.35
H11 -2.65 -0.27 -1.56
H12 2.36 -0.87 -1.52
H13 3.29 0.34 -2.19


6.
# C6H9NO

An isolated molecule of C6H9NO in a non-equilibrium geometry (wB97M-V/def2-TZVPD, OMol25).

- SMILES: N[C@@H]1C=CC(CO)=C1
- ΔE to the lowest compared entry with this formula, charge and spin: 72.74 kcal/mol
- Multiplicity: 1
- Total charge: 0
- Highest occupied orbital energy: -8.63 eV
- Frontier orbital gap: 9.2 eV

Geometry (Å):
C1 1.22 -0.54 -0.81
C2 -0.05 -0.92 -1.51
C3 -1.10 -0.37 -0.80
C4 -0.50 0.30 0.36
C5 -1.37 0.68 1.51
C6 0.77 0.10 0.46
H1 2.38 1.17 -0.89
H2 2.99 -0.08 -1.76
H3 1.89 -1.33 -0.45
H4 -0.13 -1.50 -2.34
H5 -2.10 -0.14 -1.15
H6 -2.09 1.32 1.03
H7 -0.65 1.02 2.25
H8 -2.79 -0.08 2.58
H9 1.56 0.33 1.28
N1 2.14 0.50 -1.71
O1 -2.16 -0.46 1.94


7.
# C26H104N52O26

A cluster of 26 separate species, C26H104N52O26 in total in a non-equilibrium geometry (wB97M-V/def2-TZVPD, OMol25).

- ΔE to the lowest compared entry with this formula, charge and spin: 369.59 kcal/mol
- Multiplicity: 1
- Total charge: 0
- Highest occupied orbital energy: -8.86 eV
- Frontier orbital gap: 8.6 eV

Geometry (Å):
C1 -0.88 -2.75 -2.95
O1 -1.20 -3.25 -1.92
N1 -1.71 -2.44 -3.94
N2 0.30 -2.42 -3.39
H1 -2.69 -2.61 -3.79
H2 -1.49 -1.87 -4.74
H3 1.02 -2.53 -2.69
H4 0.28 -2.10 -4.35
C2 -6.25 3.92 -1.77
O2 -7.33 4.03 -2.33
N3 -5.25 4.72 -2.11
N4 -6.03 3.10 -0.76
H5 -5.47 5.24 -2.94
H6 -4.41 4.90 -1.57
H7 -6.67 2.38 -0.46
H8 -5.06 2.85 -0.63
C3 4.27 6.21 -1.77
O3 5.10 5.48 -2.29
N5 4.32 7.49 -1.49
N6 3.11 5.80 -1.39
H9 3.54 7.94 -1.03
H10 5.01 8.09 -1.91
H11 2.83 4.87 -1.66
H12 2.50 6.40 -0.85
C4 -2.23 -6.89 -0.67
O4 -2.51 -7.89 -0.11
N7 -2.44 -6.60 -1.92
N8 -1.82 -5.78 -0.12
H13 -2.20 -5.64 -2.15
H14 -2.88 -7.20 -2.60
H15 -1.54 -4.95 -0.61
H16 -1.77 -5.82 0.88
C5 2.78 1.96 -3.41
O5 3.10 2.32 -4.53
N9 2.04 2.69 -2.67
N10 2.97 0.78 -2.84
H17 1.92 2.45 -1.70
H18 1.61 3.53 -3.02
H19 3.53 0.00 -3.15
H20 2.66 0.71 -1.88
C6 6.04 2.15 -0.95
O6 6.47 1.11 -0.58
N11 5.42 3.02 -0.21
N12 6.01 2.43 -2.20
H21 5.43 2.89 0.80
H22 4.86 3.70 -0.69
H23 5.43 3.19 -2.52
H24 6.29 1.73 -2.88
C7 -0.69 -0.74 3.55
O7 0.23 0.01 3.71
N13 -1.53 -1.11 4.42
N14 -1.10 -1.25 2.43
H25 -1.24 -0.84 5.35
H26 -2.39 -1.64 4.36
H27 -0.54 -1.13 1.60
H28 -1.96 -1.77 2.53
C8 2.30 -6.43 5.12
O8 2.08 -7.50 5.66
N15 2.06 -6.10 3.88
N16 2.70 -5.40 5.78
H29 1.55 -6.72 3.28
H30 2.20 -5.14 3.58
H31 3.03 -5.53 6.72
H32 2.91 -4.49 5.40
C9 -4.06 -1.15 -0.51
O9 -3.06 -0.52 -0.10
N17 -3.88 -2.19 -1.33
N18 -5.29 -1.08 -0.08
H33 -4.71 -2.73 -1.50
H34 -2.96 -2.32 -1.73
H35 -5.57 -0.46 0.67
H36 -5.94 -1.64 -0.61
C10 0.70 -0.10 -0.21
O10 1.90 0.03 -0.38
N19 0.15 -1.26 0.02
N20 -0.20 0.79 -0.17
H37 -0.85 -1.39 0.03
H38 0.77 -2.06 0.07
H39 0.02 1.75 -0.40
H40 -1.19 0.63 -0.21
C11 -0.22 0.58 -5.07
O11 -0.02 -0.57 -5.49
N21 -0.41 0.94 -3.82
N22 -0.25 1.63 -5.90
H41 -0.36 1.92 -3.58
H42 -0.71 0.24 -3.15
H43 -0.17 2.52 -5.43
H44 -0.14 1.60 -6.90
C12 3.68 -2.43 -1.63
O12 2.59 -2.81 -1.33
N23 4.19 -2.66 -2.76
N24 4.37 -1.50 -1.00
H45 5.09 -2.26 -2.98
H46 3.77 -3.33 -3.39
H47 5.38 -1.51 -1.06
H48 3.82 -0.91 -0.40
C13 4.78 0.34 2.45
O13 4.05 0.05 3.41
N25 6.08 0.50 2.64
N26 4.42 0.60 1.25
H49 6.44 0.30 3.57
H50 6.68 0.59 1.84
H51 5.14 0.82 0.58
H52 3.46 0.32 1.09
C14 -1.12 -4.75 2.80
O14 -1.91 -5.69 2.63
N27 -0.39 -4.13 1.87
N28 -1.08 -4.08 3.90
H53 0.44 -3.58 2.05
H54 -0.50 -4.59 0.98
H55 -1.76 -4.28 4.62
H56 -0.64 -3.17 3.89
C15 3.32 -3.37 2.55
O15 2.16 -3.12 2.75
N29 3.79 -4.29 1.75
N30 4.29 -2.52 2.99
H57 3.11 -4.96 1.42
H58 4.65 -4.20 1.25
H59 3.86 -1.63 3.21
H60 5.26 -2.81 3.07
C16 3.58 -6.88 -0.66
O16 4.37 -6.40 -1.47
N31 2.60 -6.15 -0.11
N32 3.48 -8.13 -0.12
H61 2.25 -5.30 -0.52
H62 2.16 -6.52 0.72
H63 4.03 -8.89 -0.50
H64 2.85 -8.16 0.67
C17 0.95 -2.27 6.90
O17 0.05 -1.57 7.39
N33 1.27 -2.19 5.58
N34 1.61 -3.18 7.54
H65 0.90 -1.45 4.99
H66 2.21 -2.50 5.37
H67 0.98 -3.49 8.26
H68 2.43 -3.69 7.22
C18 0.23 6.70 0.24
O18 1.24 7.29 0.03
N35 -0.84 7.30 0.56
N36 0.07 5.38 0.47
H69 -1.58 6.84 1.07
H70 -0.72 8.28 0.75
H71 -0.76 5.01 0.90
H72 0.80 4.68 0.39
C19 -4.64 1.25 2.68
O19 -5.47 1.27 1.76
N37 -4.91 1.59 3.95
N38 -3.44 0.93 2.52
H73 -5.83 1.77 4.32
H74 -4.19 1.44 4.64
H75 -3.17 0.65 1.59
H76 -2.84 0.90 3.34
C20 -2.60 7.21 -2.69
O20 -3.56 7.21 -3.47
N39 -2.17 8.27 -2.11
N40 -2.13 6.14 -2.14
H77 -2.59 9.19 -2.21
H78 -1.32 8.13 -1.58
H79 -1.14 6.21 -1.95
H80 -2.59 5.29 -2.44
C21 0.40 5.78 -4.32
O21 0.58 4.81 -3.64
N41 1.21 6.67 -4.55
N42 -0.68 5.99 -4.96
H81 1.00 7.38 -5.24
H82 1.93 6.84 -3.85
H83 -0.66 6.81 -5.56
H84 -1.44 5.34 -4.83
C22 -3.66 5.09 1.21
O22 -2.56 4.64 0.91
N43 -4.36 4.66 2.25
N44 -4.10 6.26 0.80
H85 -5.27 5.06 2.46
H86 -3.96 3.77 2.51
H87 -3.66 6.75 0.04
H88 -4.94 6.52 1.29
C23 0.43 -6.95 -4.26
O23 1.51 -7.12 -3.80
N45 -0.30 -5.90 -3.98
N46 -0.12 -7.74 -5.15
H89 -0.04 -5.38 -3.15
H90 -1.11 -5.72 -4.55
H91 0.36 -8.09 -5.97
H92 -1.10 -7.50 -5.11
C24 -2.98 2.14 -2.32
O24 -2.72 3.00 -3.19
N47 -3.06 2.30 -1.02
N48 -3.38 0.96 -2.72
H93 -3.48 1.45 -0.68
H94 -2.72 3.02 -0.41
H95 -3.26 0.99 -3.72
H96 -3.91 0.31 -2.15
C25 1.94 3.08 1.71
O25 2.04 3.44 0.53
N49 1.06 2.23 2.17
N50 2.66 3.55 2.65
H97 0.37 2.02 1.46
H98 0.92 1.80 3.07
H99 2.76 2.90 3.42
H100 3.36 4.24 2.44
C26 -4.60 -3.18 3.30
O26 -4.37 -2.06 3.58
N51 -4.65 -3.65 2.10
N52 -4.90 -4.11 4.16
H101 -4.65 -2.93 1.39
H102 -4.79 -4.63 1.91
H103 -5.51 -4.75 3.67
H104 -4.72 -3.95 5.14


total charge of number 3 (C5H9NO3)? 0